The following is a quantum chemistry calculation of a 12-piece molecular cluster, C38H107N7O17 overall at a distorted geometry, from the OMol25 dataset.

## Properties
* 2S+1: 1
* relative energy (zero: lowest compared OMol25 entry of this formula, charge and spin): 8.822 eV
* SMILES: COC[C@H](C)N.COC[C@H](C)N.COC[C@H](C)N.COC[C@H](C)N.COC[C@H](C)N.COC[C@H](C)N.COC[C@H](C)N.OCCO.OCCO.OCCO.OCCO.OCCO
* DFT total energy: -86364.89318 eV
* Kohn-Sham gap: 0.3300 Eh
* LUMO energy: 0.04 eV
* HOMO: -8.94 eV

Bonds (Å) are listed after each position.
CARTESIAN COORDINATES (ANGSTROEM)
1 C -0.89763 -5.05115 -7.19917  C2 1.548, O4 1.433, H5 1.090, H6 1.090
2 C -1.85014 -5.49068 -8.33802  C1 1.548, O3 1.400, H7 1.090, H8 1.090
3 O -2.05678 -6.87576 -8.35121  C2 1.400, H9 0.960
4 O 0.51513 -5.24078 -7.34596  C1 1.433, H10 0.960
5 H -1.33751 -5.37300 -6.25524  C1 1.090
6 H -0.76535 -3.97039 -7.14866  C1 1.090
7 H -1.50011 -5.10692 -9.29630  C2 1.090
8 H -2.74699 -4.88314 -8.21693  C2 1.090
9 H -2.22227 -7.04205 -7.42032  O3 0.960
10 H 0.94765 -4.57733 -6.80341  O4 0.960
11 C -2.36358 7.49756 -1.13281  C12 1.596, O14 1.388, H15 1.090, H16 1.090
12 C -3.84599 7.90474 -1.56162  C11 1.596, O13 1.447, H17 1.090, H18 1.090
13 O -4.03496 9.29570 -1.91119  C12 1.447, H19 0.960
14 O -2.15600 8.02600 0.13369  C11 1.388, H20 0.960
15 H -1.64993 7.90999 -1.84603  C11 1.090
16 H -2.34426 6.43143 -1.35882  C11 1.090
17 H -4.59077 7.54964 -0.84936  C12 1.090
18 H -3.99829 7.31612 -2.46628  C12 1.090
19 H -3.94328 9.79798 -1.09822  O13 0.960
20 H -1.35713 7.65883 0.51918  O14 0.960
21 C 0.81116 4.54418 6.28750  C22 1.489, O24 1.464, H25 1.090, H26 1.090
22 C 0.18089 5.08632 5.05224  C21 1.489, O23 1.370, H27 1.090, H28 1.090
23 O 1.03517 5.67570 4.15737  C22 1.370, H29 0.960
24 O 1.26048 5.63507 7.15513  C21 1.464, H30 0.960
25 H 1.72175 3.97427 6.10276  C21 1.090
26 H 0.09092 3.87218 6.75417  C21 1.090
27 H -0.69899 5.66533 5.33273  C22 1.090
28 H -0.23123 4.33555 4.37800  C22 1.090
29 H 1.57233 6.13183 4.80928  O23 0.960
30 H 0.49049 6.03734 7.56365  O24 0.960
31 C 5.59364 -8.54211 -1.22506  C32 1.596, O34 1.351, H35 1.090, H36 1.090
32 C 5.53277 -8.63551 0.36704  C31 1.596, O33 1.427, H37 1.090, H38 1.090
33 O 6.82242 -8.96545 0.88036  C32 1.427, H39 0.960
34 O 5.81884 -9.67213 -1.93086  C31 1.351, H40 0.960
35 H 6.23966 -7.69013 -1.43698  C31 1.090
36 H 4.65502 -8.20551 -1.66526  C31 1.090
37 H 4.90531 -9.50660 0.55570  C32 1.090
38 H 5.34332 -7.66110 0.81731  C32 1.090
39 H 7.38418 -9.37197 0.21646  O33 0.960
40 H 5.87395 -9.44930 -2.86301  O34 0.960
41 C -7.05489 2.14945 2.85377  C42 1.423, O44 1.437, H45 1.090, H46 1.090
42 C -7.09304 2.93202 1.66530  C41 1.423, O43 1.446, H47 1.090, H48 1.090
43 O -8.39203 3.16229 1.07441  C42 1.446, H49 0.960
44 O -7.55850 0.83289 2.57626  C41 1.437, H50 0.960
45 H -7.66003 2.43304 3.71485  C41 1.090
46 H -5.98081 2.12098 3.03728  C41 1.090
47 H -6.43595 2.43222 0.95360  C42 1.090
48 H -6.69960 3.93616 1.82342  C42 1.090
49 H -8.71967 2.30927 0.78013  O43 0.960
50 H -7.14932 0.17994 3.14883  O44 0.960
51 C -0.37338 5.18040 -6.33991  C52 1.576, H57 1.090, H58 1.090, H59 1.090
52 C 0.43871 4.79024 -7.63292  C51 1.576, C53 1.529, N56 1.438, H60 1.090
53 C 1.90050 5.21952 -7.75839  C52 1.529, O54 1.393, H61 1.090, H62 1.090
54 O 2.05964 6.55744 -8.11194  C53 1.393, C55 1.421
55 C 3.42348 6.90516 -7.91366  O54 1.421, H63 1.090, H64 1.090, H65 1.090
56 N 0.24364 3.37065 -7.75824  C52 1.438, H66 1.010, H67 1.010
57 H -1.42626 5.45066 -6.42050  C51 1.090
58 H 0.01383 6.18864 -6.19286  C51 1.090
59 H -0.11783 4.54525 -5.49175  C51 1.090
60 H -0.03379 5.18519 -8.53228  C52 1.090
61 H 2.46814 4.62010 -8.47014  C53 1.090
62 H 2.32551 4.86989 -6.81752  C53 1.090
63 H 3.74906 7.90686 -8.19420  C55 1.090
64 H 4.11873 6.17424 -8.32657  C55 1.090
65 H 3.51847 6.90483 -6.82780  C55 1.090
66 H 0.78288 2.92072 -8.48411  N56 1.010
67 H -0.72820 3.09718 -7.78714  N56 1.010
68 C 7.97863 -4.03222 7.08353  C69 1.496, H74 1.090, H75 1.090, H76 1.090
69 C 6.53766 -3.91934 7.46962  C68 1.496, C70 1.510, N73 1.513, H77 1.090
70 C 5.61046 -4.89118 6.78013  C69 1.510, O71 1.446, H78 1.090, H79 1.090
71 O 4.21045 -4.62621 7.02811  C70 1.446, C72 1.373
72 C 3.70159 -3.64634 6.21169  O71 1.373, H80 1.090, H81 1.090, H82 1.090
73 N 6.43411 -4.11180 8.96653  C69 1.513, H83 1.010, H84 1.010
74 H 8.09918 -3.81027 6.02320  C68 1.090
75 H 8.61462 -4.90034 7.25667  C68 1.090
76 H 8.51373 -3.18917 7.52055  C68 1.090
77 H 6.17237 -2.93024 7.19330  C69 1.090
78 H 5.72191 -5.89692 7.18531  C70 1.090
79 H 5.94990 -5.00755 5.75089  C70 1.090
80 H 3.63870 -3.62748 5.12367  C72 1.090
81 H 4.20501 -2.69441 6.38043  C72 1.090
82 H 2.66287 -3.57951 6.53528  C72 1.090
83 H 7.11926 -3.55271 9.45447  N73 1.010
84 H 6.79761 -5.03686 9.14602  N73 1.010
85 C 7.39393 1.88075 3.53530  C86 1.574, H91 1.090, H92 1.090, H93 1.090
86 C 6.57848 3.21371 3.34506  C85 1.574, C87 1.538, N90 1.443, H94 1.090
87 C 7.46278 4.46824 3.24429  C86 1.538, O88 1.445, H95 1.090, H96 1.090
88 O 6.72789 5.64891 2.85243  C87 1.445, C89 1.385
89 C 7.50512 6.79177 2.93539  O88 1.385, H97 1.090, H98 1.090, H99 1.090
90 N 5.89072 3.00688 2.09332  C86 1.443, H100 1.010, H101 1.010
91 H 6.78444 0.98415 3.64810  C85 1.090
92 H 8.04829 1.88828 4.40700  C85 1.090
93 H 8.19080 1.82956 2.79336  C85 1.090
94 H 5.84565 3.36380 4.13787  C86 1.090
95 H 8.28106 4.28250 2.54857  C87 1.090
96 H 8.04244 4.57091 4.16164  C87 1.090
97 H 8.57342 6.64557 2.77581  C89 1.090
98 H 7.33288 7.23002 3.91843  C89 1.090
99 H 7.08122 7.44482 2.17254  C89 1.090
100 H 4.88404 2.99626 2.17437  N90 1.010
101 H 6.16842 3.81004 1.54748  N90 1.010
102 C -7.58451 -2.47596 -3.15624  C103 1.534, H108 1.090, H109 1.090, H110 1.090
103 C -8.33019 -1.15079 -3.35499  C102 1.534, C104 1.551, N107 1.452, H111 1.090
104 C -9.23994 -1.28497 -4.60421  C103 1.551, O105 1.434, H112 1.090, H113 1.090
105 O -8.52558 -1.31874 -5.84730  C104 1.434, C106 1.326
106 C -9.31615 -1.91978 -6.72533  O105 1.326, H114 1.090, H115 1.090, H116 1.090
107 N -9.20913 -0.99250 -2.20991  C103 1.452, H117 1.010, H118 1.010
108 H -7.04794 -2.55296 -2.21059  C102 1.090
109 H -6.81827 -2.66555 -3.90794  C102 1.090
110 H -8.31442 -3.28524 -3.13658  C102 1.090
111 H -7.61785 -0.32761 -3.41016  C103 1.090
112 H -9.90779 -0.43390 -4.47090  C104 1.090
113 H -9.84822 -2.17084 -4.42169  C104 1.090
114 H -10.35735 -1.59931 -6.76158  C106 1.090
115 H -9.18534 -3.00187 -6.73166  C106 1.090
116 H -8.75609 -1.69705 -7.63353  C106 1.090
117 H -9.69250 -1.82912 -1.91576  N107 1.010
118 H -8.66068 -0.92498 -1.36449  N107 1.010
119 C 5.08593 -0.66304 -7.29405  C120 1.599, H125 1.090, H126 1.090, H127 1.090
120 C 4.94276 -1.51395 -5.94798  C119 1.599, C121 1.582, N124 1.427, H128 1.090
121 C 6.04556 -1.22467 -4.85151  C120 1.582, O122 1.476, H129 1.090, H130 1.090
122 O 5.89588 -2.14241 -3.70561  C121 1.476, C123 1.404
123 C 6.38930 -1.55515 -2.52966  O122 1.404, H131 1.090, H132 1.090, H133 1.090
124 N 3.65083 -1.35090 -5.36451  C120 1.427, H134 1.010, H135 1.010
125 H 4.21695 -0.83673 -7.92872  C119 1.090
126 H 5.97918 -0.93009 -7.85875  C119 1.090
127 H 5.10817 0.42011 -7.17413  C119 1.090
128 H 5.14977 -2.52950 -6.28547  C120 1.090
129 H 6.01303 -0.22464 -4.41910  C121 1.090
130 H 7.09152 -1.35674 -5.12832  C121 1.090
131 H 7.41964 -1.28001 -2.75504  C123 1.090
132 H 6.38532 -2.25805 -1.69660  C123 1.090
133 H 5.75297 -0.70973 -2.26802  C123 1.090
134 H 3.62993 -1.28502 -4.35689  N124 1.010
135 H 3.26424 -0.43935 -5.56389  N124 1.010
136 C -1.09217 -0.70692 -1.72134  C137 1.546, H142 1.090, H143 1.090, H144 1.090
137 C -1.83940 -0.91262 -0.38381  C136 1.546, C138 1.587, N141 1.427, H145 1.090
138 C -1.41658 -2.26207 0.33607  C137 1.587, O139 1.411, H146 1.090, H147 1.090
139 O -1.62734 -3.44091 -0.40926  C138 1.411, C140 1.441
140 C -0.40439 -4.14805 -0.69492  O139 1.441, H148 1.090, H149 1.090, H150 1.090
141 N -1.44145 0.18493 0.43719  C137 1.427, H151 1.010, H152 1.010
142 H -1.31187 0.24028 -2.21392  C136 1.090
143 H -1.45217 -1.40916 -2.47323  C136 1.090
144 H -0.04645 -0.84711 -1.44763  C136 1.090
145 H -2.90536 -0.85986 -0.60526  C137 1.090
146 H -2.21932 -2.39816 1.06077  C138 1.090
147 H -0.48470 -2.20454 0.89855  C138 1.090
148 H 0.12118 -4.49542 0.19457  C140 1.090
149 H 0.35369 -3.49887 -1.13307  C140 1.090
150 H -0.47921 -4.93088 -1.44969  C140 1.090
151 H -1.54968 1.01717 -0.12475  N141 1.010
152 H -0.43167 0.16412 0.43928  N141 1.010
153 C -6.41885 0.57801 8.21020  C154 1.545, H159 1.090, H160 1.090, H161 1.090
154 C -7.57104 -0.44482 8.09331  C153 1.545, C155 1.546, N158 1.433, H162 1.090
155 C -7.22131 -1.95017 8.14153  C154 1.546, O156 1.406, H163 1.090, H164 1.090
156 O -6.46849 -2.21039 6.98343  C155 1.406, C157 1.363
157 C -6.17733 -3.52000 6.74112  O156 1.363, H165 1.090, H166 1.090, H167 1.090
158 N -8.41372 -0.23959 9.23418  C154 1.433, H168 1.010, H169 1.010
159 H -5.72076 0.50619 9.04424  C153 1.090
160 H -6.83806 1.58414 8.21641  C153 1.090
161 H -5.75203 0.54486 7.34860  C153 1.090
162 H -8.28235 -0.21361 7.30042  C154 1.090
163 H -8.06989 -2.63351 8.10877  C155 1.090
164 H -6.66799 -2.21130 9.04360  C155 1.090
165 H -5.57288 -3.85933 7.58231  C157 1.090
166 H -5.57348 -3.59349 5.83665  C157 1.090
167 H -7.14136 -4.02867 6.73761  C157 1.090
168 H -8.92154 0.62395 9.10562  N158 1.010
169 H -9.15391 -0.92670 9.22343  N158 1.010